{"formula": "C6H11NS", "method": "the ωB97M-V functional and the def2-TZVPD basis", "elements": ["C", "C", "C", "C", "C", "C", "N", "S", "H", "H", "H", "H", "H", "H", "H", "H", "H", "H", "H"], "xyz": [[0.154953, -1.908077, -0.093712], [-0.934912, 1.481119, -1.626722], [1.973853, 0.025862, 0.006110], [-0.558535, -0.234335, 2.616847], [-0.455353, 0.062354, -1.622916], [-0.135851, -0.511057, -0.223714], [0.317895, -3.033460, 0.010938], [-1.447695, -0.047537, 1.025265], [-2.067725, 1.541541, -1.452128], [-0.393648, 2.192219, -0.919682], [-0.782749, 1.854497, -2.598429], [2.402801, 0.015009, -0.986345], [1.968602, 0.852286, 0.738574], [2.238080, -0.843510, 0.536373], [0.162828, 0.541950, 2.712855], [-0.270436, -1.302035, 2.840397], [-1.376672, -0.094614, 3.399172], [-1.142361, -0.634618, -2.132562], [0.346927, 0.042403, -2.230322]], "forces_ev_per_angstrom": [[-0.8, 0.9, -0.7], [-1.8, 1.0, 1.7], [-3.6, -0.1, 1.1], [-2.4, -1.6, 0.8], [-2.4, -1.2, 2.1], [2.5, 1.4, 0.4], [0.4, -1.2, 0.2], [1.5, -0.1, -0.3], [1.7, 0.1, 0.1], [-0.7, -1.2, -0.7], [0.1, 0.7, -1.3], [-0.2, 0.7, -0.1], [0.2, 0.0, -1.2], [0.4, -1.1, 0.5], [0.8, 0.2, 0.2], [0.4, 1.2, -0.7], [1.0, 0.3, -1.0], [-0.3, 0.4, 0.3], [3.2, -0.4, -1.6]], "total_energy_ev": -18722.5013, "e_homo_ev": -8.847, "homo_lumo_gap_ev": 9.11, "e_above_lowest_kj_mol": 288.80, "fmax_ev_per_a": 3.8}

---

{"formula": "C23H28F9O3Pb", "method": "the ωB97M-V functional and the def2-TZVPD basis", "elements": ["O", "C", "C", "H", "H", "C", "H", "H", "C", "H", "H", "H", "C", "H", "H", "H", "Pb", "C", "C", "C", "H", "C", "C", "H", "H", "H", "H", "C", "C", "C", "H", "C", "C", "H", "H", "H", "H", "O", "C", "C", "H", "H", "C", "H", "H", "C", "H", "H", "H", "H", "F", "C", "F", "F", "C", "O", "C", "F", "F", "F", "C", "F", "F", "F"], "xyz": [[0.821403, 1.568645, -2.698811], [-0.572191, 1.946109, -2.883938], [-0.432452, 1.776942, -4.405451], [-0.672412, 2.964186, -2.529130], [-1.297066, 1.285496, -2.405637], [1.093660, 1.654237, -4.137183], [-0.792290, 2.666037, -4.921943], [-0.838033, 0.840547, -4.804203], [1.883453, 2.913668, -4.430774], [1.268368, 3.808108, -4.296213], [2.270432, 2.901291, -5.457410], [2.719357, 3.008846, -3.734546], [1.773537, 0.389317, -4.608404], [1.047791, -0.443953, -4.587365], [2.593961, 0.152006, -3.915199], [2.179193, 0.524788, -5.620590], [-1.407543, -0.040754, 1.479825], [-0.198503, -2.277299, -0.393252], [-1.593569, -2.251882, -0.115655], [-2.220388, -1.431518, -1.116168], [-2.096855, -2.928197, 0.573450], [-1.217102, -1.031717, -2.023985], [0.033201, -1.508421, -1.548762], [0.980627, -1.352887, -2.044519], [0.536198, -2.876134, 0.140345], [-3.289455, -1.228132, -1.223761], [-1.382671, -0.575202, -3.001988], [1.621415, 0.608147, 1.874377], [1.987351, -0.188295, 0.770822], [1.900725, 0.619412, -0.384342], [2.321593, -1.220258, 0.815200], [1.422102, 1.903935, 0.000041], [1.245072, 1.898076, 1.408857], [0.968761, 2.742096, 2.038524], [1.724218, 0.305545, 2.908157], [2.173770, 0.305778, -1.386720], [1.272448, 2.752116, -0.663671], [-1.705553, 4.630774, -4.145109], [-1.279249, 4.891828, -5.519396], [-2.148341, 5.992505, -6.143068], [-1.382773, 3.995973, -6.170159], [-0.207460, 5.156183, -5.521194], [-3.277968, 6.227027, -5.122564], [-2.550988, 5.700333, -7.116333], [-1.558021, 6.907492, -6.279467], [-2.964014, 5.298068, -3.932011], [-4.244862, 5.939990, -5.550827], [-3.314653, 7.274549, -4.818347], [-3.734313, 4.517367, -3.856776], [-2.945716, 5.820984, -2.966114], [1.514939, -3.612192, 2.361926], [1.346363, -2.967460, 3.547927], [1.487330, -3.877124, 4.548831], [2.360970, -2.065155, 3.648700], [-0.068776, -2.257204, 3.572236], [-0.124343, -1.554513, 2.387080], [-1.219808, -3.317800, 3.581158], [-1.351686, -3.971649, 4.764009], [-2.421952, -2.708129, 3.297751], [-1.004018, -4.239706, 2.603481], [-0.226463, -1.297425, 4.804478], [-0.157553, -1.926037, 6.008733], [0.733896, -0.325379, 4.779319], [-1.426271, -0.624094, 4.737492]], "forces_ev_per_angstrom": [[-0.3, -0.1, -1.0], [0.7, -0.4, -0.3], [0.1, 0.4, 0.2], [-0.4, 0.3, -0.2], [0.4, 0.2, 0.2], [-0.8, 0.2, 0.7], [0.2, -0.6, -0.3], [-0.2, 0.3, 0.1], [0.2, 0.2, -0.1], [0.0, -0.1, 0.0], [-0.1, 0.1, 0.1], [0.1, -0.2, -0.1], [-0.1, -0.2, 0.1], [0.4, 0.3, 0.0], [-0.1, 0.0, -0.2], [-0.1, -0.2, 0.2], [1.6, -0.5, -1.0], [0.0, 0.0, -0.7], [0.1, 0.6, 0.5], [0.0, 0.1, -0.7], [0.0, 0.3, -0.1], [-0.2, -0.4, 0.3], [-0.7, -0.7, 0.1], [-0.1, 0.0, 0.1], [-0.2, 0.4, 0.0], [0.3, -0.2, 0.0], [0.0, 0.1, 0.5], [-0.3, -0.5, 0.2], [0.4, 0.8, -0.1], [0.1, 0.2, 0.6], [-0.1, 0.2, 0.0], [0.2, -0.3, 0.1], [-0.3, 0.0, -0.5], [0.1, -0.1, -0.1], [-0.2, 0.1, -0.2], [-0.2, 0.2, 0.4], [0.0, -0.2, 0.2], [-0.1, 1.2, -1.6], [0.1, -0.5, -0.2], [0.2, 0.4, 0.5], [0.0, 0.2, 0.7], [-0.5, -0.1, 0.2], [0.0, -0.2, 0.1], [0.2, 0.0, 0.1], [-0.2, -0.2, 0.0], [-0.2, -0.6, 0.1], [0.1, 0.3, 0.1], [-0.1, -0.1, 0.0], [0.1, 0.1, 0.0], [0.2, -0.1, -0.3], [-0.1, 0.5, 1.3], [0.4, 0.1, -0.4], [0.0, 0.4, -0.5], [-1.0, -1.0, 0.1], [0.0, 0.8, -1.4], [-0.2, -1.2, 2.3], [-0.2, -0.3, -0.5], [-0.1, 0.3, -0.8], [1.1, -0.7, 0.4], [-0.4, 0.7, 1.1], [0.5, 0.8, 0.1], [-0.1, 0.6, -0.9], [-1.1, -1.1, 0.4], [0.9, -0.8, 0.2]], "total_energy_ev": -60150.6248, "e_homo_ev": -3.181, "homo_lumo_gap_ev": 5.42, "e_above_lowest_kj_mol": 0.00, "fmax_ev_per_a": 2.6, "total_charge": -1}